DFT (wB97M-V/def2-TZVPD) results for C37H35N3O4RuS3Te as an isolated structure.

## Properties
E_HOMO (spin up / spin down) (eV): -10.8 / -10.8
<S²>: 8.78
Energy above the lowest of the compared OMol25 structures with the same formula, charge and spin (kcal per mole): 0.0
Gap between HOMO and LUMO (spin up / spin down) (eV): 8.2 / 5.7

The geometry in ORCA input format:
```
! wB97M-V def2-TZVPD RIJCOSX def2/J DEFGRID3
* xyz 1 6
H 0.929 -0.439 -2.723
C 4.986 0.972 3.697
C -1.829 5.362 3.367
N 0.356 -2.144 2.285
C 3.847 -0.062 1.585
H 4.568 -2.051 -0.308
C 5.050 -0.208 0.680
H 5.555 1.743 3.196
H -4.935 0.118 -4.298
H -4.053 -1.436 -5.751
C -3.177 -2.261 -0.967
C -3.043 -0.927 -0.579
H -1.319 5.038 5.426
H -1.324 3.147 0.855
C 5.246 -1.217 -0.213
H 2.530 0.457 -0.887
H 5.580 1.392 5.787
H 1.507 -1.317 -4.141
H 0.069 -2.525 -5.600
H -2.533 -2.687 -1.723
H -4.707 1.434 1.224
C -0.830 2.824 2.917
H -4.237 -4.088 -0.653
C 4.216 -0.252 5.500
C -0.790 -2.034 -5.156
C -0.818 3.351 4.206
O 0.372 -1.458 -0.287
C -0.281 1.481 2.676
N -0.375 -2.888 1.334
O 0.211 0.742 3.568
N -0.306 0.877 1.485
C -1.322 4.622 4.428
C -1.835 4.839 2.080
H -5.469 -0.760 1.747
S 3.462 -1.014 4.172
C 1.941 3.330 0.681
C -2.018 -2.105 -5.796
C 4.192 0.068 3.056
H -0.243 -1.854 3.051
Ru 1.241 -0.369 1.385
C -4.134 -3.052 -0.358
H 4.058 -0.621 6.500
C -4.950 -2.507 0.624
H -3.475 1.743 0.010
C 1.777 2.482 -0.366
Te -1.568 0.200 -1.533
H -3.080 -2.606 -7.601
H 0.907 -2.185 -2.710
H -3.945 0.986 -3.133
H -0.414 2.758 5.015
C 0.756 -1.315 -3.352
H -2.223 6.354 3.544
H -4.678 -0.554 -2.690
H 1.584 4.345 0.765
C 2.372 1.210 -0.124
C 5.003 0.785 5.106
H -3.004 1.204 1.618
C -3.099 -1.430 -5.235
C 6.434 -1.043 -0.977
S 2.786 2.622 1.993
C -0.137 -2.627 -0.029
H 1.140 -2.676 2.659
H -5.706 -3.117 1.101
C -1.334 3.568 1.853
C -0.616 -1.342 -3.962
H -0.505 -3.866 1.546
O 3.000 -1.175 1.407
C -4.200 -0.009 -3.506
H 1.281 2.753 -1.287
C 2.966 1.132 1.135
C -3.753 1.082 0.835
S 6.301 0.964 0.584
C -2.993 -0.733 -4.041
C -1.740 -0.722 -3.405
H -2.237 -3.957 -6.847
H -1.323 -2.742 -7.729
C -3.857 -0.353 0.405
O -0.478 -3.451 -0.853
H -2.231 5.423 1.260
C -4.813 -1.178 0.993
H 6.777 -1.741 -1.726
C 7.097 0.099 -0.659
C -2.175 -2.889 -7.067
H 8.018 0.479 -1.069
*
```

***

DFT (wB97M-V/def2-TZVPD) results for a 5-piece molecular cluster, C37H36F11NO5S overall.

## Properties
E_HOMO (eV): -9.1
Structure (SMILES): CCC[C@@H]1[C@@H](N(C)C(C)=O)C(=O)O[C@@H]1S(=O)(=O)C(F)(F)C(F)(F)C(F)(F)F.Fc1ccccc1.Fc1ccccc1.Fc1ccccc1.Fc1ccccc1
Gap between HOMO and LUMO (eV): 8.5

The geometry in ORCA input format:
```
! wB97M-V def2-TZVPD RIJCOSX def2/J DEFGRID3
* xyz 0 1
C -2.548 1.062 3.858
C -0.328 -1.285 -4.750
C -2.630 -4.512 -1.385
C 9.296 0.536 5.558
F -4.472 -1.400 -1.590
H -2.432 4.696 2.124
C -1.595 0.940 -5.849
C -0.381 2.553 1.977
H 0.939 1.137 4.214
C -2.906 -3.148 -1.382
H -3.438 -6.490 -1.621
F 6.050 1.869 4.659
C 7.309 1.805 5.126
H 7.504 -0.278 4.672
H 2.895 1.826 5.155
O -0.457 4.676 0.465
C 4.210 0.539 3.916
F 0.161 -3.070 -0.394
H -2.120 -2.421 -1.214
H -3.299 3.670 3.385
C -4.552 -1.270 -5.848
H 0.157 -2.162 -4.337
C -6.539 0.026 -6.272
C -5.168 -2.397 -6.383
H 4.804 0.456 4.892
C 1.182 2.245 2.190
C -7.144 -1.104 -6.799
H -5.751 -5.694 -2.017
S 2.304 0.459 0.017
N -1.162 3.213 3.045
C 7.992 0.600 5.079
H 10.915 1.622 6.465
C -4.205 -2.716 -1.598
C -2.532 3.643 2.542
O -0.983 2.476 5.261
H -3.535 -1.334 -5.474
C 1.004 -2.161 0.330
C -5.237 -0.059 -5.789
F 2.247 -2.822 0.441
O 3.045 0.847 -1.255
C -5.233 -3.618 -1.821
H -7.085 0.962 -6.242
C 1.574 2.031 0.653
O 0.501 2.544 -0.214
H -2.337 0.172 4.535
C 9.899 1.673 6.088
H -1.004 1.682 1.533
C -1.379 -0.192 -6.628
H 9.671 3.762 6.552
C -0.180 3.492 0.661
F -0.266 -0.261 -0.730
H 9.842 -0.401 5.518
H -4.632 -3.338 -6.432
H -2.417 0.683 2.779
H 4.905 0.808 3.053
H -2.863 2.915 1.711
H -1.696 -0.223 -7.664
H -0.201 -0.129 -2.946
H -6.241 -3.253 -1.982
H 1.821 0.188 2.929
C -4.955 -4.981 -1.835
C -1.170 0.962 -4.524
C 0.373 -2.032 1.796
C 1.667 1.241 3.329
H -3.618 1.464 3.939
H -1.334 1.846 -3.916
C 1.041 -0.822 -0.542
O 3.383 -0.136 0.909
H -1.618 -4.861 -1.210
H -6.973 -3.185 -7.268
F -0.549 -2.388 -6.820
H 3.435 2.706 3.644
H -4.756 0.818 -5.367
C -0.751 -1.293 -6.069
H 3.778 -0.504 3.717
F 1.384 -2.330 2.729
F -8.402 -1.024 -7.261
F 1.425 -1.245 -1.856
C -6.474 -2.316 -6.856
C 3.077 1.687 4.023
C -1.516 2.242 4.145
C -0.534 -0.149 -3.974
C -3.654 -5.427 -1.615
F -0.587 -3.078 1.944
C 9.201 2.877 6.135
F -0.321 -0.843 2.054
H -2.094 1.804 -6.275
H 2.403 2.805 0.428
H 7.345 3.876 5.668
C 7.901 2.945 5.647
H 1.611 3.269 2.514
*
```

***

DFT (wB97M-V/def2-TZVPD) results for C37H36N3S as an isolated structure.

## Properties
E_HOMO (eV): -9.5
Gap between HOMO and LUMO (eV): 6.0

The geometry in ORCA input format:
```
! wB97M-V def2-TZVPD RIJCOSX def2/J DEFGRID3
* xyz 1 1
C 2.850 0.332 -0.478
C 0.591 -0.594 0.105
S 2.174 2.028 2.034
N -4.700 -1.100 -1.895
C -1.761 2.184 3.873
H 5.539 -0.092 -1.455
H -0.463 -0.643 -2.946
C 0.801 0.004 -4.618
H -1.004 1.427 -1.145
C -3.510 -3.274 -0.423
C -4.746 -3.481 -1.301
H -3.886 2.444 3.487
H -3.810 -3.314 0.643
C -3.305 1.354 -2.499
C 6.371 1.123 3.617
H -5.913 0.639 -1.716
H 3.659 -1.650 4.250
C -1.927 -0.084 2.321
C -2.800 -2.000 -0.717
H -4.032 0.400 2.075
H -3.598 2.203 -1.855
H -5.073 1.790 -3.657
C 6.094 2.464 3.300
N 3.563 0.613 -1.614
H 0.520 -1.351 2.187
H 4.561 3.882 2.631
H 5.219 1.082 -2.740
C 4.069 0.574 3.136
H 2.267 0.628 -6.089
H -4.187 0.375 -4.222
H 0.987 -1.682 0.407
C -2.705 0.271 -1.662
C 3.788 1.890 2.774
H -6.331 -2.329 -2.211
H -6.226 -0.414 -3.121
C -4.518 0.906 -3.319
H 3.355 -2.390 2.653
H -1.707 3.014 4.570
H -2.533 1.747 -3.169
H 5.299 1.618 -1.051
C 0.499 -0.182 -3.253
C 2.701 0.594 -2.727
C -5.543 -2.204 -1.456
H -2.811 -4.108 -0.563
H 1.961 -1.929 3.713
C -2.989 1.858 3.291
C -3.073 0.682 2.524
C 2.972 -1.652 3.389
C 1.494 0.062 -0.789
C -1.439 0.433 -1.061
H 7.402 0.819 3.857
H 5.531 -0.852 3.911
H -6.028 -1.965 -0.492
H -5.377 -4.260 -0.867
H 6.906 3.196 3.358
C 2.054 0.462 -5.028
C 0.589 -0.240 2.056
C -0.634 0.428 2.605
C 4.978 0.811 -1.710
H 0.363 1.804 3.952
H -4.424 -3.843 -2.285
C 3.049 0.701 -4.064
C -0.804 -0.631 -0.389
H -2.048 -1.070 1.846
C 4.796 2.846 2.892
C -1.511 -1.817 -0.232
H 0.026 -0.234 -5.361
C 5.337 0.176 3.600
H -1.085 -2.617 0.372
C -0.582 1.497 3.532
H 4.060 0.971 -4.330
H 3.292 0.314 0.495
C -3.424 -0.936 -1.420
C 1.416 0.210 -2.268
C -5.429 0.008 -2.490
N 2.969 -0.285 2.859
C 1.836 0.357 2.371
*
```

***

DFT (wB97M-V/def2-TZVPD) results for C37H37Cl2F4N6O4SV as an isolated structure.

## Properties
E_HOMO (spin up / spin down) (eV): -3.5 / -4.9
<S²>: 3.79
Energy above the lowest of the compared OMol25 structures with the same formula, charge and spin (kcal per mole): 57.8
Gap between HOMO and LUMO (spin up / spin down) (eV): 5.9 / 7.3

The geometry in ORCA input format:
```
! wB97M-V def2-TZVPD RIJCOSX def2/J DEFGRID3
* xyz -1 4
H 1.917 -3.253 2.006
C 4.784 -0.785 -3.303
N 2.963 3.158 -1.562
Cl -2.843 4.133 -1.776
F 3.061 0.856 4.456
H -4.876 0.427 -2.405
H -2.754 -0.427 2.330
N -2.502 -0.051 -2.748
C 3.756 1.382 -3.048
H 2.520 1.466 -5.263
O -1.087 0.138 1.287
N 1.713 -1.815 0.462
C 0.852 4.301 -6.044
H 3.536 0.602 2.031
V 0.184 0.819 0.453
C -4.525 1.269 1.266
H 4.728 -1.861 -3.189
H 0.249 3.847 6.192
C 0.154 2.528 3.056
N 1.408 1.798 -0.658
C 5.910 -0.199 -3.858
C 1.592 2.387 5.344
H -5.263 -2.068 -0.884
C 2.014 3.012 -3.862
H -2.092 1.393 -4.162
C -3.174 1.155 0.900
C -5.331 2.205 0.669
H 0.280 -2.973 -1.765
H -3.449 1.810 -3.117
N -4.641 -0.489 -2.053
C -3.496 2.983 -0.644
H 3.864 3.603 -1.534
H 1.507 2.606 -7.188
C 2.048 2.429 -5.125
C 2.112 -2.707 -0.643
H 0.933 -1.819 2.378
O 0.700 0.720 -2.555
C 0.795 4.875 -4.783
H 0.048 -4.132 0.595
C -0.179 3.297 4.145
F -0.599 2.760 1.944
N 1.443 0.780 1.976
C -2.612 1.978 -0.153
C 1.439 1.496 -1.969
H 3.164 -2.520 -0.890
C 1.220 1.584 3.033
S -2.682 -1.983 -0.991
H 0.290 5.822 -4.641
H 6.852 1.647 -4.412
H 1.317 4.668 -2.707
H 2.064 -3.748 -0.306
O -1.446 1.821 -0.651
C 4.906 1.967 -3.575
C 3.712 0.001 -2.900
H -6.540 -1.325 -1.878
C 0.512 3.244 5.338
C 1.369 4.232 -3.697
C -3.311 -0.760 -1.947
C 1.473 3.072 -6.211
H 2.668 -0.656 2.904
C 1.169 -2.546 1.602
H 2.819 -0.464 -2.503
C -4.817 3.102 -0.266
Cl -7.029 2.270 1.073
C 1.267 -2.541 -1.900
C 2.835 -0.952 0.806
H -5.961 -0.509 -0.406
H -3.653 0.578 -4.382
H 3.055 -0.349 -0.078
C -5.666 -1.131 -1.254
F -1.217 4.144 4.029
H 1.131 -1.483 -2.113
F 2.336 2.293 6.464
C 2.645 -0.038 2.005
C -0.119 -3.286 1.263
H -5.434 3.881 -0.692
H -1.519 -0.062 -2.515
C 5.972 1.183 -3.984
C 1.947 1.610 4.263
H 4.956 3.044 -3.696
H -0.571 -3.663 2.182
H 3.736 -1.553 1.031
H 6.726 -0.815 -4.212
H 1.753 -3.019 -2.755
H 0.411 4.808 -6.894
C -2.338 0.222 1.559
C -2.957 0.989 -3.644
C 2.382 2.747 -0.372
H -4.917 0.606 2.028
C 2.589 2.282 -2.658
O 2.692 3.175 0.718
H -0.810 -2.599 0.778
*
```

***

DFT (wB97M-V/def2-TZVPD) results for C37H37Cl3CoO2P2 as an isolated structure.

## Properties
E_HOMO (spin up / spin down) (eV): -8.0 / -8.0
<S²>: 3.78
Gap between HOMO and LUMO (spin up / spin down) (eV): 8.2 / 7.0

The geometry in ORCA input format:
```
! wB97M-V def2-TZVPD RIJCOSX def2/J DEFGRID3
* xyz 0 4
H -2.658 -6.147 -7.145
H -3.574 1.359 7.234
H 4.052 1.218 -2.064
C -2.661 -4.135 -6.368
H 0.295 -0.966 -1.312
P 0.063 -2.396 -3.777
C 3.025 1.012 -8.008
P 2.102 0.486 -4.037
C 2.394 4.037 -1.089
C 0.334 0.369 -4.392
Cl -0.577 0.587 10.521
C -0.399 1.677 4.273
C -2.601 0.507 4.095
H -1.117 0.711 2.501
H 1.935 -0.320 4.345
H -2.428 -2.215 -5.432
C 1.169 2.875 -2.823
H 2.191 -0.412 6.139
H 2.987 0.378 -8.894
H 0.605 -5.135 -4.515
Cl 1.373 -1.549 10.882
C 3.394 3.055 -1.132
C -2.010 -0.350 5.193
C -0.420 -0.771 -4.420
C -2.045 -3.337 -2.047
C -2.795 -3.277 -0.867
H -2.343 -4.025 -2.837
H 0.532 1.967 3.761
H -3.578 -3.842 -6.883
C 1.799 0.193 5.308
H -3.137 -0.133 3.380
C -2.006 -3.206 -5.552
C -0.831 -3.558 -4.882
C 3.421 2.351 -8.113
C -0.941 -2.491 -2.224
C -2.146 -5.425 -6.510
H -2.720 2.861 5.532
C 0.630 -0.518 8.370
C -0.972 -5.789 -5.837
C -1.959 2.508 6.242
H 3.150 3.264 -4.842
C -2.483 1.291 7.092
H -1.790 3.336 6.951
Cl 2.281 1.039 9.936
H -1.440 -0.698 -4.833
C -1.522 1.306 3.335
C 2.660 0.489 -6.770
O 0.557 -1.698 8.021
H -0.135 1.312 -4.730
H 2.480 4.869 -0.392
H -3.332 1.205 4.529
C -0.628 2.275 5.560
H 0.169 2.951 5.941
C -2.417 -2.410 0.163
H 0.307 2.812 -3.479
C -0.312 -4.863 -5.037
H 3.735 4.208 -7.056
C -2.129 -0.049 6.538
C 2.164 1.897 -2.873
H 2.258 1.197 5.301
C 3.455 3.156 -6.973
C 0.940 -0.118 9.925
H 4.261 3.126 -0.477
Co -0.044 0.466 5.735
H -1.947 2.210 2.874
H -2.054 1.392 8.105
H 2.333 -0.547 -6.692
C -1.292 -1.590 0.008
O 0.460 0.536 7.652
H -0.575 -6.798 -5.940
H -2.095 -0.878 7.261
C 3.111 2.625 -5.724
H 3.691 2.762 -9.085
H -3.687 -3.897 -0.759
H 0.519 4.725 -1.928
C 3.281 1.987 -2.016
H -3.000 -2.363 1.082
C 2.686 1.293 -5.613
H -0.990 -0.914 0.810
C 1.291 3.953 -1.939
C -0.563 -1.624 -1.179
H -1.734 -1.385 4.900
*
```

***

What did the fifth record say?
DFT (wB97M-V/def2-TZVPD) results for C37H37Cl3CoO2P2 as an isolated structure.

## Properties
E_HOMO (spin up / spin down) (eV): -8.0 / -8.0
<S²>: 3.78
Gap between HOMO and LUMO (spin up / spin down) (eV): 8.2 / 7.0

The geometry in ORCA input format:
```
! wB97M-V def2-TZVPD RIJCOSX def2/J DEFGRID3
* xyz 0 4
H -2.658 -6.147 -7.145
H -3.574 1.359 7.234
H 4.052 1.218 -2.064
C -2.661 -4.135 -6.368
H 0.295 -0.966 -1.312
P 0.063 -2.396 -3.777
C 3.025 1.012 -8.008
P 2.102 0.486 -4.037
C 2.394 4.037 -1.089
C 0.334 0.369 -4.392
Cl -0.577 0.587 10.521
C -0.399 1.677 4.273
C -2.601 0.507 4.095
H -1.117 0.711 2.501
H 1.935 -0.320 4.345
H -2.428 -2.215 -5.432
C 1.169 2.875 -2.823
H 2.191 -0.412 6.139
H 2.987 0.378 -8.894
H 0.605 -5.135 -4.515
Cl 1.373 -1.549 10.882
C 3.394 3.055 -1.132
C -2.010 -0.350 5.193
C -0.420 -0.771 -4.420
C -2.045 -3.337 -2.047
C -2.795 -3.277 -0.867
H -2.343 -4.025 -2.837
H 0.532 1.967 3.761
H -3.578 -3.842 -6.883
C 1.799 0.193 5.308
H -3.137 -0.133 3.380
C -2.006 -3.206 -5.552
C -0.831 -3.558 -4.882
C 3.421 2.351 -8.113
C -0.941 -2.491 -2.224
C -2.146 -5.425 -6.510
H -2.720 2.861 5.532
C 0.630 -0.518 8.370
C -0.972 -5.789 -5.837
C -1.959 2.508 6.242
H 3.150 3.264 -4.842
C -2.483 1.291 7.092
H -1.790 3.336 6.951
Cl 2.281 1.039 9.936
H -1.440 -0.698 -4.833
C -1.522 1.306 3.335
C 2.660 0.489 -6.770
O 0.557 -1.698 8.021
H -0.135 1.312 -4.730
H 2.480 4.869 -0.392
H -3.332 1.205 4.529
C -0.628 2.275 5.560
H 0.169 2.951 5.941
C -2.417 -2.410 0.163
H 0.307 2.812 -3.479
C -0.312 -4.863 -5.037
H 3.735 4.208 -7.056
C -2.129 -0.049 6.538
C 2.164 1.897 -2.873
H 2.258 1.197 5.301
C 3.455 3.156 -6.973
C 0.940 -0.118 9.925
H 4.261 3.126 -0.477
Co -0.044 0.466 5.735
H -1.947 2.210 2.874
H -2.054 1.392 8.105
H 2.333 -0.547 -6.692
C -1.292 -1.590 0.008
O 0.460 0.536 7.652
H -0.575 -6.798 -5.940
H -2.095 -0.878 7.261
C 3.111 2.625 -5.724
H 3.691 2.762 -9.085
H -3.687 -3.897 -0.759
H 0.519 4.725 -1.928
C 3.281 1.987 -2.016
H -3.000 -2.363 1.082
C 2.686 1.293 -5.613
H -0.990 -0.914 0.810
C 1.291 3.953 -1.939
C -0.563 -1.624 -1.179
H -1.734 -1.385 4.900
*
```